Here is C46H52CsN7OSSe2 as an isolated structure in a non-equilibrium geometry from the OMol25 dataset. Energies are from the ωB97M-V functional and the def2-TZVPD basis.

Positions of all 110 atoms, in Å:
C: -4.395 -23.763 -2.816
H: -4.086 -26.449 -2.656
Se: -0.591 -27.892 -5.465
C: -2.448 -24.604 -1.342
C: -1.123 -22.887 -2.063
H: -9.657 -20.530 -5.356
C: -1.134 -16.817 -8.654
H: -0.477 -17.596 -8.375
C: 1.351 -23.023 -7.555
Cs: -1.785 -22.528 -5.504
H: -2.804 -15.808 -7.587
C: -2.584 -17.722 -6.821
H: -4.512 -16.884 -8.602
N: -0.692 -20.455 -3.822
C: -4.892 -17.530 -7.782
C: -0.301 -25.189 -7.681
C: -0.663 -18.530 -5.334
H: -3.850 -27.697 -1.278
H: 0.295 -23.213 1.840
H: 3.106 -19.462 -5.998
H: 3.541 -17.724 -6.073
C: -1.169 -24.077 -1.159
C: -1.957 -16.491 -7.419
H: -5.964 -19.900 -6.638
C: -5.365 -21.371 -5.293
C: -7.922 -21.735 -5.763
H: 0.826 -22.459 -1.532
H: -8.767 -24.275 -1.902
H: 1.854 -17.111 -4.300
H: -0.090 -25.378 0.157
H: -0.043 -17.716 -5.649
H: -5.572 -18.214 -8.317
H: -4.194 -25.359 -0.496
C: -0.385 -23.402 1.010
H: -6.764 -24.889 -3.441
C: -5.735 -16.577 -6.846
Se: 0.409 -25.825 -4.899
H: -3.250 -29.221 -5.633
C: 1.419 -20.138 -2.903
H: -5.184 -15.703 -6.585
H: -5.968 -17.121 -5.927
H: 3.096 -18.184 -3.706
H: -8.361 -22.544 -6.370
H: -6.697 -16.349 -7.337
C: -3.401 -26.847 -1.802
H: -5.517 -28.390 -5.571
C: -6.411 -22.963 -4.073
H: -1.374 -23.744 1.453
C: -3.077 -23.677 -2.357
C: 0.184 -20.932 -2.942
C: 0.449 -24.847 -6.566
N: -2.756 -19.624 -5.568
H: 0.847 -24.122 -0.634
C: -3.195 -25.744 -0.754
C: -2.410 -27.248 -5.643
N: -2.282 -22.680 -2.700
H: -9.503 -21.897 -4.230
C: -4.957 -22.927 -3.759
H: -7.172 -23.689 -1.320
C: -8.948 -21.157 -4.828
C: 2.709 -18.455 -5.828
H: -1.058 -25.991 -7.724
N: -2.622 -25.953 -5.623
C: 2.748 -20.444 -2.193
C: -3.880 -25.474 -5.668
H: 3.600 -20.315 -2.825
O: 2.702 -23.801 -11.063
C: -5.108 -20.256 -6.078
H: -2.496 -27.199 -2.276
N: 1.940 -24.436 -13.466
N: -4.391 -21.965 -4.488
H: 2.121 -20.325 -0.172
C: 2.228 -18.148 -4.384
H: 2.613 -18.732 -0.908
S: 2.813 -23.725 -12.572
C: 0.736 -23.357 -8.745
C: -7.937 -23.652 -2.102
H: -8.194 -22.598 -2.041
C: -4.757 -27.675 -5.608
H: 2.831 -21.482 -1.972
H: -5.964 -25.886 -5.512
H: -0.572 -24.557 -9.790
H: 0.924 -22.767 -9.620
H: -2.667 -26.093 0.172
C: 2.849 -19.796 -0.831
H: 3.842 -19.942 -0.502
H: -5.062 -24.478 -2.350
C: -0.098 -19.364 -4.379
H: -1.835 -17.184 -9.493
C: 1.221 -19.179 -3.865
C: -3.835 -18.191 -6.947
H: -0.492 -22.440 0.550
H: -0.633 -15.948 -9.038
H: 1.892 -18.283 -6.543
C: -1.906 -18.618 -5.916
H: -8.353 -20.515 -4.200
C: -3.924 -19.424 -6.174
C: -6.616 -22.090 -5.075
H: -1.383 -15.976 -6.650
C: 0.009 -22.105 -2.165
H: -3.991 -24.381 -5.768
H: -8.172 -24.175 -4.288
C: -7.370 -23.969 -3.522
C: -0.103 -24.415 -8.843
C: -0.111 -24.355 -0.153
N: 1.250 -23.793 -6.491
H: -7.733 -20.950 -6.500
H: 2.072 -22.255 -7.493
C: -3.459 -28.143 -5.635
C: -4.984 -26.300 -5.569

- Total charge: -2
- LUMO level (alpha / beta): 3.32 / 3.32 eV
- Gap between HOMO and LUMO (alpha / beta): 0.1841 / 0.1841 Eh

Löwdin population analysis, charges in e, atoms 1 to 99: atom 1 (C): -0.0113, atom 2 (H): 0.0909, atom 3 (Se): 0.6318, atom 4 (C): -0.1125, atom 5 (C): -0.3034, atom 6 (H): 0.0601, atom 7 (C): -0.0863, atom 8 (H): 0.0515, atom 9 (C): -0.1429, atom 10 (Cs): 1.1323, atom 11 (H): 0.0951, atom 12 (C): -0.1663, atom 13 (H): 0.0983, atom 14 (N): 0.0186, atom 15 (C): -0.1891, atom 16 (C): -0.1188, atom 17 (C): 0.0436, atom 18 (H): 0.0595, atom 19 (H): 0.0570, atom 20 (H): 0.0706, atom 21 (H): 0.0754, atom 22 (C): -0.1315, atom 23 (C): -0.2126, atom 24 (H): 0.0794, atom 25 (C): -0.2422, atom 26 (C): -0.2113, atom 27 (H): 0.0886, atom 28 (H): 0.0425, atom 29 (H): 0.1059, atom 30 (H): 0.0918, atom 31 (H): 0.0906, atom 32 (H): 0.0983, atom 33 (H): 0.1045, atom 34 (C): -0.0939, atom 35 (H): 0.0847, atom 36 (C): -0.0927, atom 37 (Se): 0.6522, atom 38 (H): 0.1019, atom 39 (C): -0.1052, atom 40 (H): 0.0469, atom 41 (H): 0.0680, atom 42 (H): 0.0906, atom 43 (H): 0.1084, atom 44 (H): 0.0602, atom 45 (C): -0.0931, atom 46 (H): 0.0847, atom 47 (C): -0.1546, atom 48 (H): 0.0950, atom 49 (C): -0.2691, atom 50 (C): -0.2751, atom 51 (C): -0.7494, atom 52 (N): 0.0573, atom 53 (H): 0.0970, atom 54 (C): -0.2128, atom 55 (C): -0.6973, atom 56 (N): 0.0124, atom 57 (H): 0.0689, atom 58 (C): -0.3077, atom 59 (H): 0.0677, atom 60 (C): -0.1120, atom 61 (C): -0.0962, atom 62 (H): 0.0862, atom 63 (N): 0.0175, atom 64 (C): -0.2141, atom 65 (C): -0.1284, atom 66 (H): 0.0930, atom 67 (O): -0.7206, atom 68 (C): 0.0464, atom 69 (H): 0.0618, atom 70 (N): -0.5889, atom 71 (N): -0.0139, atom 72 (H): 0.0846, atom 73 (C): -0.1929, atom 74 (H): 0.0731, atom 75 (S): 0.3960, atom 76 (C): -0.0845, atom 77 (C): -0.0833, atom 78 (H): 0.0625, atom 79 (C): -0.0667, atom 80 (H): 0.0821, atom 81 (H): 0.0920, atom 82 (H): 0.1119, atom 83 (H): 0.0886, atom 84 (H): 0.1156, atom 85 (C): -0.1057, atom 86 (H): 0.0439, atom 87 (H): 0.0804, atom 88 (C): -0.2781, atom 89 (H): 0.1046, atom 90 (C): -0.1530, atom 91 (C): -0.1737, atom 92 (H): 0.0565, atom 93 (H): 0.0518, atom 94 (H): 0.0527, atom 95 (C): -0.2574, atom 96 (H): 0.0777, atom 97 (C): -0.2471, atom 98 (C): -0.1479, atom 99 (H): 0.1021

***

Here is C46H52F3GeN3O3OsSSi as an isolated structure from the OMol25 dataset. Energies are from the ωB97M-V functional and the def2-TZVPD basis.

Positions of all 111 atoms, in Å:
H: 1.264 3.944 -3.741
H: 0.847 4.808 -0.021
H: 2.708 -0.740 -7.537
H: -3.232 1.066 -0.663
C: 0.934 2.566 -0.185
H: 1.753 2.370 -0.868
H: 2.240 -1.979 -4.689
C: -0.719 2.154 1.172
C: -1.979 -3.149 -3.798
N: -6.229 5.135 5.476
H: 4.821 4.855 -2.838
H: -2.338 -5.722 -6.025
C: -1.653 1.466 1.936
H: -5.410 -3.275 0.239
F: 1.440 -2.962 1.250
H: 4.179 3.974 -1.441
H: 6.555 -2.194 -2.815
C: 0.197 -4.755 -3.032
C: -2.557 -4.788 -5.522
F: 1.730 -1.209 2.493
C: 3.736 3.183 -4.777
H: -4.778 -2.243 -5.512
H: 2.881 2.912 -5.395
O: 2.855 2.151 -2.718
C: 3.312 3.398 -3.330
C: 6.460 0.374 -3.883
H: 5.575 -2.178 -4.291
H: -5.361 0.990 0.573
C: -0.601 -5.154 -4.062
H: -5.365 4.226 2.245
Ge: -1.367 -1.011 -1.851
H: -2.134 0.464 -3.811
C: 5.405 -0.390 -3.098
C: -4.895 0.069 0.244
H: -0.405 0.697 -3.491
H: 6.391 0.137 -4.945
H: -4.275 -4.365 -6.701
C: -0.062 -3.532 -2.375
H: -1.176 4.304 1.658
C: -3.086 -1.069 -0.903
C: 2.847 -0.125 -6.647
C: -3.717 -2.283 -0.632
H: -3.361 -1.483 -3.685
C: -2.536 -1.962 2.599
H: -3.073 -2.802 3.008
C: 4.479 3.881 -2.486
H: -1.615 1.453 -2.439
C: -3.646 2.956 2.048
C: 5.407 0.023 -1.634
C: -3.692 0.104 -0.452
C: -4.576 3.694 2.759
N: 0.249 1.573 0.351
C: 0.390 0.300 -6.521
C: 0.449 3.850 0.269
C: -3.632 -4.035 -5.896
C: -3.916 -2.829 -5.222
O: 4.126 -0.099 -3.718
H: 0.208 -0.320 -7.400
C: -2.557 2.332 4.105
Os: 0.508 -0.558 -0.109
H: -3.422 3.131 5.899
C: -3.113 -2.400 -4.204
H: 0.602 -3.228 -1.574
C: -0.574 3.599 1.110
H: -0.497 0.268 -5.888
H: 4.490 2.397 -4.855
C: -1.429 -2.050 1.686
H: -3.706 2.906 0.967
H: 4.802 -2.422 -2.714
C: 1.832 -1.649 1.210
H: 3.729 -0.479 -6.116
C: -5.457 4.522 4.888
Si: 2.763 0.668 -3.367
F: 3.143 -1.669 0.930
H: 1.216 -2.305 -6.093
H: -3.277 -3.208 -0.991
C: -3.481 3.074 4.821
C: -1.763 0.074 2.023
H: -1.767 1.805 4.625
C: 5.597 -1.892 -3.239
N: -0.968 -0.851 1.358
H: 7.455 0.100 -3.532
H: 1.915 4.622 -2.229
C: 2.147 4.372 -3.264
H: -3.507 -0.183 3.416
H: 6.395 -0.157 -1.210
H: 0.496 -1.656 -4.614
H: 4.169 4.103 -5.170
S: 1.970 -0.608 -1.764
C: -2.751 -0.646 2.805
C: 1.607 -0.212 -5.769
H: 4.682 -0.552 -1.056
H: 5.179 1.085 -1.525
H: -0.983 -2.945 1.277
H: 2.405 5.298 -3.779
H: 6.342 1.451 -3.755
H: 5.314 3.183 -2.543
H: -0.407 -6.085 -4.582
C: -4.925 -2.324 0.058
H: 1.035 -5.363 -2.718
C: -4.493 3.753 4.147
C: -5.515 -1.149 0.499
C: -1.107 -2.724 -2.748
C: -2.636 2.271 2.717
H: 3.013 0.904 -6.969
C: -1.709 -4.370 -4.467
H: 0.551 1.327 -6.849
O: 1.767 0.687 -4.629
H: -6.459 -1.178 1.027
C: 1.377 -1.624 -5.257
C: -1.382 0.563 -3.027

- Multiplicity: 6
- Total charge: +1
- LUMO level (alpha / beta): -4.28 / -6.01 eV
- Gap between HOMO and LUMO (alpha / beta): 0.2053 / 0.1588 Eh
- Relative energy (zero: lowest compared OMol25 entry of this formula, charge and spin): 0.0 kJ/mol

Löwdin population analysis, charges in e, atoms 1 to 99: atom 1 (H): 0.0979, atom 2 (H): 0.1116, atom 3 (H): 0.0974, atom 4 (H): 0.0902, atom 5 (C): -0.0520, atom 6 (H): 0.0945, atom 7 (H): 0.0832, atom 8 (C): -0.1779, atom 9 (C): -0.1854, atom 10 (N): 0.1813, atom 11 (H): 0.0986, atom 12 (H): 0.1157, atom 13 (C): -0.0402, atom 14 (H): 0.1106, atom 15 (F): 0.0142, atom 16 (H): 0.0908, atom 17 (H): 0.0956, atom 18 (C): -0.0631, atom 19 (C): -0.0284, atom 20 (F): 0.0371, atom 21 (C): -0.0216, atom 22 (H): 0.1075, atom 23 (H): 0.0836, atom 24 (O): -0.1719, atom 25 (C): -0.6062, atom 26 (C): -0.0153, atom 27 (H): 0.0921, atom 28 (H): 0.0994, atom 29 (C): -0.0224, atom 30 (H): 0.1296, atom 31 (Ge): 0.8360, atom 32 (H): 0.0245, atom 33 (C): -0.6167, atom 34 (C): -0.0808, atom 35 (H): -0.0119, atom 36 (H): 0.0944, atom 37 (H): 0.1071, atom 38 (C): -0.1405, atom 39 (H): 0.1270, atom 40 (C): -0.3307, atom 41 (C): -0.0162, atom 42 (C): -0.1069, atom 43 (H): 0.0847, atom 44 (C): 0.0099, atom 45 (H): 0.1251, atom 46 (C): -0.0144, atom 47 (H): 0.0114, atom 48 (C): -0.0206, atom 49 (C): -0.0300, atom 50 (C): -0.1228, atom 51 (C): 0.0025, atom 52 (N): -0.0637, atom 53 (C): -0.0146, atom 54 (C): 0.0001, atom 55 (C): -0.0711, atom 56 (C): -0.0654, atom 57 (O): -0.1500, atom 58 (H): 0.0968, atom 59 (C): -0.0058, atom 60 (Os): 1.1202, atom 61 (H): 0.1298, atom 62 (C): -0.0484, atom 63 (H): 0.0495, atom 64 (C): 0.0294, atom 65 (H): 0.0736, atom 66 (H): 0.0788, atom 67 (C): -0.0626, atom 68 (H): 0.1202, atom 69 (H): 0.0881, atom 70 (C): -0.7091, atom 71 (H): 0.0767, atom 72 (C): -0.1690, atom 73 (Si): -0.0398, atom 74 (F): 0.0391, atom 75 (H): 0.1035, atom 76 (H): 0.1073, atom 77 (C): 0.0031, atom 78 (C): -0.1733, atom 79 (H): 0.1336, atom 80 (C): -0.0148, atom 81 (N): -0.1113, atom 82 (H): 0.0969, atom 83 (H): 0.0650, atom 84 (C): -0.0124, atom 85 (H): 0.1302, atom 86 (H): 0.1019, atom 87 (H): 0.0691, atom 88 (H): 0.1035, atom 89 (S): 0.4676, atom 90 (C): 0.0322, atom 91 (C): -0.6056, atom 92 (H): 0.0512, atom 93 (H): 0.0754, atom 94 (H): 0.1312, atom 95 (H): 0.0985, atom 96 (H): 0.0718, atom 97 (H): 0.0734, atom 98 (H): 0.1171, atom 99 (C): -0.0720